1.
{"formula": "C38H45BF6N7O6PtS3", "method": "the ωB97M-V functional and the def2-TZVPD basis", "gap_ev": 7.95, "total_energy_ev": -115590.827, "total_charge": -1, "spin_multiplicity": 1, "symbols": ["Pt", "F", "C", "F", "F", "S", "O", "O", "N", "S", "O", "O", "C", "F", "F", "F", "N", "C", "C", "C", "C", "C", "C", "S", "O", "O", "N", "C", "N", "C", "C", "C", "N", "H", "H", "H", "H", "H", "H", "H", "H", "H", "C", "C", "C", "C", "C", "C", "C", "C", "C", "C", "C", "C", "N", "B", "N", "C", "C", "C", "C", "C", "C", "C", "C", "C", "C", "C", "C", "C", "C", "H", "H", "H", "H", "H", "H", "H", "H", "H", "H", "H", "H", "H", "H", "H", "H", "H", "H", "H", "H", "H", "H", "H", "H", "H", "H", "H", "H", "H", "H", "H", "H", "H", "H", "H", "H"], "positions_angstrom": [[-0.026, -0.489, 0.237], [0.504, -0.182, 3.361], [0.230, -1.418, 3.737], [1.362, -1.989, 4.176], [-0.650, -1.410, 4.719], [-0.380, -2.490, 2.353], [0.551, -2.274, 1.206], [-0.327, -3.802, 2.909], [-1.748, -1.836, 2.002], [-2.631, -2.589, 0.885], [-2.180, -3.917, 0.595], [-2.969, -1.699, -0.180], [-4.206, -2.767, 1.832], [-4.728, -1.584, 2.116], [-4.013, -3.441, 2.965], [-5.080, -3.453, 1.082], [-1.464, 7.492, 4.812], [-1.667, 6.197, 4.311], [-0.880, 5.137, 4.758], [-1.114, 3.851, 4.300], [-2.127, 3.611, 3.385], [-2.920, 4.657, 2.942], [-2.695, 5.942, 3.405], [-2.396, 1.947, 2.805], [-3.698, 1.928, 2.184], [-2.168, 1.089, 3.940], [-1.218, 1.589, 1.767], [-1.313, 2.025, 0.514], [-0.712, 1.246, -0.444], [-0.857, 1.585, -1.728], [-1.569, 2.688, -2.121], [-2.082, 3.470, -1.092], [-1.945, 3.175, 0.176], [-0.520, 7.663, 5.124], [-1.775, 8.221, 4.188], [-0.089, 5.322, 5.475], [-0.515, 3.022, 4.652], [-3.708, 4.448, 2.233], [-3.321, 6.760, 3.064], [-0.402, 0.919, -2.440], [-1.694, 2.935, -3.163], [-2.619, 4.389, -1.312], [3.576, -1.195, 1.751], [4.626, -0.629, 0.808], [5.025, -1.653, -0.255], [4.227, 0.745, 0.289], [4.842, 1.824, 0.921], [4.590, 3.129, 0.552], [3.734, 3.376, -0.503], [3.098, 2.335, -1.169], [2.280, 2.659, -2.401], [1.530, 3.984, -2.288], [3.180, 2.689, -3.642], [3.303, 1.012, -0.735], [2.633, -0.059, -1.418], [1.371, -0.749, -1.180], [1.329, -1.747, -2.232], [2.461, -1.600, -3.034], [3.215, -0.593, -2.572], [0.523, -2.923, -2.381], [0.922, -4.082, -1.692], [0.185, -5.248, -1.854], [-0.921, -5.283, -2.684], [-1.280, -4.146, -3.379], [-0.569, -2.953, -3.255], [-1.118, -1.786, -4.062], [-0.108, -0.826, -4.689], [-2.189, -1.073, -3.233], [2.165, -4.112, -0.822], [3.389, -4.521, -1.652], [2.034, -5.046, 0.380], [3.882, -2.172, 2.132], [2.628, -1.319, 1.239], [3.411, -0.530, 2.599], [5.526, -0.442, 1.404], [4.163, -2.054, -0.784], [5.535, -2.488, 0.231], [5.707, -1.224, -0.992], [5.537, 1.621, 1.727], [5.073, 3.948, 1.071], [3.562, 4.396, -0.819], [1.557, 1.857, -2.538], [2.217, 4.831, -2.335], [0.964, 4.053, -1.360], [0.834, 4.089, -3.120], [3.940, 3.466, -3.536], [2.590, 2.909, -4.534], [3.685, 1.737, -3.798], [2.627, -2.231, -3.890], [4.156, -0.228, -2.946], [0.468, -6.136, -1.306], [-1.498, -6.193, -2.789], [-2.138, -4.168, -4.040], [-1.630, -2.252, -4.913], [0.470, -0.264, -3.962], [-0.642, -0.117, -5.326], [0.608, -1.364, -5.312], [-1.804, -0.782, -2.258], [-3.024, -1.744, -3.030], [-2.570, -0.190, -3.751], [2.329, -3.102, -0.443], [3.239, -5.520, -2.070], [4.282, -4.546, -1.025], [3.572, -3.832, -2.475], [2.129, -6.093, 0.081], [1.083, -4.921, 0.893], [2.836, -4.841, 1.092]], "forces_ev_per_a": [[0.4, 0.2, 0.3], [0.0, -0.1, 0.0], [0.1, 0.2, -0.1], [0.0, 0.0, 0.0], [-0.1, -0.1, 0.1], [0.3, -0.3, 0.0], [0.1, 0.0, 0.2], [0.0, -0.1, 0.0], [-0.1, -0.1, -0.1], [-0.4, 0.2, 0.2], [0.0, 0.0, 0.0], [0.0, 0.0, 0.0], [0.0, -0.1, 0.0], [0.0, 0.0, 0.0], [0.0, 0.0, 0.0], [0.0, 0.0, 0.0], [0.0, 0.0, 0.0], [0.0, 0.0, 0.0], [0.0, 0.0, 0.0], [0.0, 0.0, 0.0], [0.0, -0.1, -0.1], [0.0, 0.0, 0.0], [0.0, 0.0, 0.0], [0.0, -0.2, 0.3], [0.0, 0.1, 0.0], [0.0, 0.2, 0.1], [-0.1, -0.3, -0.7], [-0.1, 0.3, 0.3], [0.0, 0.1, -0.3], [0.0, 0.0, 0.1], [0.0, 0.0, -0.1], [0.0, 0.1, 0.0], [-0.1, 0.0, 0.2], [0.0, 0.0, 0.0], [0.0, 0.0, 0.0], [0.0, 0.0, 0.0], [0.0, 0.0, 0.0], [0.0, 0.0, 0.0], [0.0, 0.0, 0.0], [0.1, -0.1, -0.1], [0.0, 0.0, 0.0], [0.0, 0.0, 0.0], [0.0, 0.0, 0.1], [0.1, 0.0, 0.0], [-0.1, 0.0, 0.0], [0.0, 0.0, 0.0], [0.0, 0.0, 0.0], [0.0, 0.0, 0.0], [0.0, 0.0, 0.0], [0.0, 0.0, 0.0], [0.0, 0.0, 0.0], [0.0, 0.0, 0.0], [0.0, 0.0, 0.0], [0.0, 0.0, 0.0], [-0.1, 0.2, 0.0], [0.0, 0.0, 0.2], [0.0, 0.0, 0.0], [0.1, 0.0, 0.0], [0.1, 0.0, -0.1], [0.0, 0.0, -0.1], [0.0, 0.0, 0.0], [0.0, 0.0, 0.0], [0.0, 0.0, 0.0], [0.0, 0.0, 0.0], [0.0, 0.0, -0.1], [0.0, 0.0, 0.0], [0.0, 0.0, 0.0], [0.0, 0.0, 0.0], [0.0, 0.0, 0.0], [0.0, 0.0, 0.0], [0.0, 0.0, 0.0], [0.0, 0.0, 0.0], [-0.1, 0.0, 0.0], [0.0, 0.0, 0.0], [0.0, 0.0, 0.0], [0.1, 0.0, 0.0], [0.0, 0.0, 0.0], [0.0, 0.0, 0.0], [0.0, 0.0, 0.0], [0.0, 0.0, 0.0], [0.0, 0.0, 0.0], [0.0, 0.0, 0.0], [0.0, 0.0, 0.0], [0.0, 0.0, 0.0], [0.0, 0.0, 0.0], [0.0, 0.0, 0.0], [0.0, 0.0, 0.0], [0.0, 0.0, 0.0], [0.0, 0.0, 0.0], [0.0, 0.0, 0.0], [0.0, 0.0, 0.0], [0.0, 0.0, 0.0], [0.0, 0.0, 0.0], [0.0, 0.0, 0.0], [0.0, 0.1, 0.1], [0.0, 0.0, 0.0], [0.0, 0.0, 0.0], [0.0, 0.0, 0.0], [0.0, 0.0, 0.0], [0.0, 0.0, 0.0], [0.0, 0.0, 0.0], [0.0, 0.0, 0.0], [0.0, 0.0, 0.0], [0.0, 0.0, 0.0], [0.0, 0.0, 0.0], [0.0, 0.0, 0.0], [0.0, 0.0, 0.0]]}



2.
{"formula": "C38H46N2O4Sn", "method": "the ωB97M-V functional and the def2-TZVPD basis", "gap_ev": 4.64, "total_energy_ev": -57139.623, "total_charge": 2, "spin_multiplicity": 1, "symbols": ["Sn", "C", "C", "C", "C", "C", "C", "C", "N", "C", "C", "C", "C", "C", "C", "O", "C", "C", "C", "C", "C", "C", "C", "C", "C", "O", "C", "C", "C", "C", "C", "C", "H", "H", "H", "H", "H", "H", "H", "H", "H", "H", "H", "H", "H", "H", "H", "H", "H", "H", "H", "H", "H", "H", "H", "H", "H", "H", "H", "H", "H", "H", "H", "H", "H", "H", "H", "H", "H", "H", "H", "H", "O", "C", "O", "C", "C", "C", "C", "C", "C", "C", "C", "C", "N", "H", "H", "H", "H", "H", "H"], "positions_angstrom": [[-0.996, -0.663, -0.092], [5.976, 0.013, -4.398], [5.615, -1.074, -3.365], [6.636, -1.030, -2.227], [5.678, -2.466, -4.037], [4.205, -0.851, -2.899], [3.877, -0.728, -1.565], [2.584, -0.349, -1.194], [2.094, -0.227, 0.017], [2.582, -0.081, 1.223], [3.876, 0.291, 1.587], [4.245, 0.380, 2.916], [3.258, 0.173, 3.954], [1.956, -0.113, 3.726], [1.529, -0.184, 2.316], [0.363, -0.246, 1.976], [0.950, -0.314, 4.849], [1.627, -0.310, 6.219], [0.212, -1.657, 4.682], [-0.062, 0.855, 4.802], [5.683, 0.665, 3.268], [5.998, 2.087, 2.743], [6.604, -0.353, 2.569], [5.962, 0.625, 4.773], [1.537, -0.137, -2.269], [0.436, 0.247, -1.908], [1.877, -0.461, -3.661], [3.167, -0.773, -3.909], [0.797, -0.514, -4.731], [1.377, -0.873, -6.100], [0.056, 0.830, -4.860], [-0.195, -1.629, -4.330], [7.008, -0.127, -4.716], [5.884, 1.007, -3.956], [5.345, -0.028, -5.284], [7.634, -1.172, -2.637], [6.467, -1.826, -1.499], [6.623, -0.063, -1.720], [6.708, -2.655, -4.337], [5.053, -2.525, -4.927], [5.371, -3.249, -3.343], [4.605, -0.926, -0.794], [4.595, 0.485, 0.805], [3.592, 0.251, 4.976], [2.382, -1.095, 6.303], [0.875, -0.498, 6.984], [2.087, 0.654, 6.443], [0.920, -2.488, 4.692], [-0.362, -1.694, 3.760], [-0.480, -1.795, 5.511], [0.452, 1.812, 4.904], [-0.758, 0.752, 5.634], [-0.634, 0.862, 3.879], [5.870, 2.161, 1.664], [7.033, 2.328, 2.982], [5.354, 2.827, 3.221], [6.553, -0.282, 1.483], [6.345, -1.371, 2.865], [7.634, -0.165, 2.868], [5.399, 1.388, 5.312], [7.019, 0.823, 4.940], [5.744, -0.356, 5.197], [3.457, -1.002, -4.923], [2.102, -0.130, -6.438], [0.570, -0.896, -6.831], [1.844, -1.860, -6.097], [0.759, 1.636, -5.076], [-0.498, 1.079, -3.959], [-0.651, 0.770, -5.687], [0.319, -2.588, -4.244], [-0.963, -1.721, -5.096], [-0.692, -1.411, -3.385], [-5.328, -0.627, -0.002], [-4.142, -0.420, 0.024], [-3.149, -1.231, 0.028], [-3.690, 1.079, 0.043], [-4.669, 2.080, 0.042], [-4.247, 3.383, 0.040], [-2.867, 3.687, 0.045], [-2.363, 5.008, 0.042], [-1.016, 5.237, 0.044], [-0.107, 4.162, 0.050], [-0.562, 2.873, 0.054], [-1.946, 2.610, 0.049], [-2.404, 1.323, 0.044], [-5.710, 1.796, 0.038], [-4.971, 4.188, 0.034], [-3.062, 5.834, 0.035], [-0.635, 6.249, 0.040], [0.956, 4.363, 0.049], [0.120, 2.026, 0.054]], "forces_ev_per_a": [[-2.4, 0.0, 0.0], [-0.2, 0.1, 0.1], [0.2, -0.2, 0.0], [-0.1, 0.0, 0.0], [-0.1, 0.0, 0.1], [0.1, 0.1, 0.3], [0.1, -0.2, 0.2], [0.6, -0.2, 0.4], [-0.7, 0.1, -0.1], [0.7, 0.2, -0.3], [0.0, 0.1, -0.3], [0.0, -0.1, -0.3], [-0.4, -0.1, 0.1], [0.3, -0.1, 0.7], [-0.4, -0.1, 0.0], [0.1, 0.1, 0.5], [-0.3, 0.1, -0.1], [0.1, 0.0, -0.1], [0.2, 0.1, -0.1], [0.1, -0.1, 0.0], [0.2, 0.2, 0.0], [-0.1, 0.0, 0.0], [-0.2, -0.1, 0.0], [-0.1, 0.0, -0.1], [-0.4, 0.2, 0.0], [0.2, 0.2, -0.5], [0.3, -0.2, -0.6], [-0.5, 0.1, -0.1], [-0.3, 0.0, 0.0], [0.1, 0.0, 0.1], [0.2, 0.0, 0.1], [0.1, 0.1, 0.0], [0.0, 0.0, 0.0], [0.1, 0.0, 0.0], [0.0, 0.0, 0.0], [0.0, 0.0, 0.0], [0.0, 0.0, 0.0], [0.0, 0.0, 0.0], [0.0, 0.0, 0.0], [0.0, 0.0, 0.0], [0.0, 0.0, 0.0], [0.1, 0.1, -0.1], [0.1, 0.0, 0.1], [0.0, 0.0, 0.0], [0.0, 0.0, 0.0], [0.0, 0.0, 0.0], [0.0, 0.0, 0.0], [0.0, 0.0, 0.0], [-0.1, 0.0, 0.0], [0.0, 0.0, 0.0], [0.0, 0.0, 0.0], [0.0, 0.0, 0.0], [-0.1, 0.0, 0.0], [0.0, 0.0, 0.0], [0.0, 0.0, 0.0], [0.0, 0.0, 0.0], [0.0, 0.0, 0.0], [0.1, 0.0, 0.0], [0.0, 0.0, 0.0], [0.0, 0.0, 0.0], [0.0, 0.0, 0.0], [0.0, 0.0, 0.0], [0.0, 0.0, 0.0], [0.0, 0.0, 0.0], [0.0, 0.0, 0.0], [0.0, 0.0, 0.0], [0.0, 0.0, 0.0], [0.0, 0.1, 0.0], [0.0, 0.0, 0.0], [0.0, 0.0, 0.0], [0.0, 0.0, 0.0], [-0.1, 0.0, 0.0], [0.4, -0.4, 0.0], [-0.4, 1.8, 0.0], [1.7, -0.8, 0.0], [-0.5, -1.0, 0.0], [0.3, 0.5, 0.0], [-0.3, -0.2, 0.0], [0.3, -0.2, 0.0], [0.0, 0.0, 0.0], [0.0, 0.1, 0.0], [0.0, -0.1, 0.0], [0.0, -0.1, 0.0], [-0.2, 0.4, 0.0], [1.1, -0.5, 0.0], [0.0, -0.1, 0.0], [0.0, 0.0, 0.0], [0.0, 0.0, 0.0], [0.0, 0.0, 0.0], [0.0, 0.0, 0.0], [0.1, 0.1, 0.0]]}